Entry 1:
Density functional theory data (ωB97M-V/def2-TZVPD) for 9 unconnected molecules or ions with the total composition C24H69N3O9.

The gap between HOMO and LUMO comes out at 9.8 eV. As for the SMILES: COC[C@H](C)N.COC[C@H](C)N.COC[C@H](C)N.CCO.CCO.CCO.CCO.CCO.CCO.

```
105
Properties=species:S:1:pos:R:3:forces:R:3:mulliken_charge:R:1
O 0.26087 -4.48056 0.99630 0.00 -0.05 -0.67 -0.61
O -2.77553 0.14959 1.41457 0.75 0.96 1.65 -0.16
O -0.37336 1.20693 0.31523 0.23 -0.90 -0.11 0.09
O -3.69898 4.04362 -1.12082 -0.39 0.58 -1.33 -0.41
O 3.24383 -5.23800 -2.57090 0.47 -0.24 0.89 -0.31
O 1.19729 3.39757 -0.50455 0.15 -0.22 -0.12 -0.59
O -0.40778 -0.09707 5.37183 -0.44 0.90 0.45 -0.48
O 4.03803 3.14880 -0.69666 -1.05 -0.13 -1.05 -0.55
O -1.20540 -3.42753 -1.18020 -0.59 0.53 -0.11 -0.57
N 6.15065 -3.20409 -1.68263 -0.66 0.92 -0.04 -0.74
N -3.94168 -2.49745 -0.72406 -0.91 0.47 -0.41 -0.74
N -2.20094 3.58006 -4.41924 -0.30 0.22 -0.05 -0.68
C 0.68237 0.20319 0.41105 0.02 0.41 0.67 0.91
C -4.36627 2.76519 -3.49180 -0.73 -0.30 0.61 -1.17
C 2.45792 -5.06584 -3.68561 -0.51 -0.17 -0.72 -0.65
C 5.85922 3.42886 0.79840 -0.34 0.15 -0.04 -1.31
C 0.54742 4.38400 1.60203 0.82 0.21 0.86 -0.64
C -0.90812 -3.48096 -3.60753 0.83 0.27 -0.21 -1.42
C 1.58970 -3.62482 2.80121 0.29 -0.21 -0.02 -1.21
C -3.29955 3.82501 -3.45534 0.44 -0.16 -0.78 0.13
C 0.31376 -3.48009 1.97753 0.05 0.20 0.44 1.14
C -2.48195 0.30682 2.85374 -0.40 -0.06 -1.38 -0.82
C 3.73881 -3.08110 -0.85554 -0.59 -0.15 -0.86 -1.11
C -2.67496 3.90417 -2.09263 0.08 0.49 0.19 -0.09
C -3.46141 -1.01589 1.11966 0.00 -1.02 0.12 -1.21
C -3.34512 3.46584 0.06440 0.89 0.39 1.59 0.12
C 0.60873 4.53738 0.11840 -0.74 -0.63 -0.44 0.17
C 4.34833 3.34726 0.63087 0.16 0.01 1.52 0.32
C -4.60112 -0.06663 -0.91081 0.17 0.98 -0.49 -0.86
C -1.07466 0.90488 6.21545 0.37 -0.91 -0.38 -0.26
C -0.48526 -2.86383 -2.28259 -1.08 0.40 0.21 0.76
C -3.62156 -1.08994 -0.37532 -0.17 -0.48 -0.19 1.75
C 1.28344 0.14509 1.81637 -0.27 -0.09 -0.30 -0.82
C 4.88712 -3.94503 -1.42386 0.20 0.48 0.68 0.36
C 4.48452 -4.59136 -2.72706 0.20 0.12 0.12 -0.81
C -0.67196 2.27641 5.72306 -0.21 0.13 0.79 -0.81
H 3.99368 -2.59860 0.08151 0.20 0.11 0.11 0.44
H 1.52476 -4.44405 3.52469 -0.13 0.07 -0.12 0.34
H 5.24430 -5.31859 -3.03410 0.02 0.13 -0.12 0.24
H 2.80653 -3.65361 -0.70113 0.56 -0.07 0.10 0.20
H -5.20881 3.00871 -2.82584 0.28 0.05 -0.22 0.34
H -2.03240 -0.60931 3.24473 0.00 0.13 -0.03 0.44
H -1.78169 1.13552 2.90960 0.05 -0.08 0.09 -0.13
H 6.21611 4.35287 0.33783 0.09 -0.07 0.08 0.29
H 3.44715 -2.31114 -1.59778 0.35 -0.07 0.30 0.27
H 0.00983 5.20345 2.08734 -0.12 -0.10 -0.12 0.39
H -0.70625 -1.78154 -2.31265 0.29 -0.17 -0.07 0.10
H -3.99688 3.82024 0.86362 -0.39 -0.26 -0.14 0.31
H -0.87732 2.40046 4.66580 0.12 0.04 -0.14 0.06
H -0.75922 0.77253 7.26260 -0.12 0.00 -0.27 0.37
H -2.06364 3.00983 -1.89243 -0.10 0.06 -0.07 0.02
H -3.73097 4.79804 -3.68837 -0.04 0.09 -0.05 0.44
H -0.80098 -4.56424 -3.60619 -0.05 -0.03 0.11 0.25
H -2.43716 3.94725 -5.33582 0.00 -0.01 0.15 0.27
H -4.94501 -0.27964 -1.92850 0.09 -0.23 0.10 0.51
H -0.55525 -0.97574 5.73162 -0.06 0.03 0.15 0.26
H -0.25207 -3.08198 -4.39831 -0.25 -0.13 0.11 0.37
H 5.95143 -2.46408 -2.38168 0.10 -0.68 0.29 0.29
H -2.13779 -3.06481 -1.14633 0.97 -0.73 0.15 0.27
H 6.37195 2.59551 0.32039 -0.11 -0.10 0.00 0.33
H 2.44289 -3.86243 2.15141 -0.25 0.17 0.01 0.21
H 0.12296 3.42558 1.88747 -0.22 -0.07 0.02 -0.17
H 1.82860 -2.71244 3.35107 -0.11 0.03 0.03 0.31
H 2.11979 -4.02672 -3.73951 -0.03 0.11 -0.38 0.27
H -2.02226 4.78824 -2.08141 0.11 -0.23 0.20 0.24
H 0.31045 -0.79329 0.14942 -0.08 0.21 -0.26 -0.71
H 0.28395 -2.48679 1.50937 -0.02 -0.08 0.12 -0.81
H 1.49539 0.49234 -0.26377 -0.39 -0.05 -0.26 0.36
H -4.32504 -2.47221 -1.67466 0.28 -0.16 0.18 0.26
H 6.37673 -2.63501 -0.86070 0.03 -0.49 -0.10 0.29
H -2.35038 3.83473 0.37646 -0.01 -0.47 -0.01 0.05
H 3.92005 2.54770 1.27173 0.28 0.02 -0.21 0.02
H -5.48442 0.09193 -0.28918 0.03 -0.26 0.12 0.25
H -4.76833 2.61727 -4.48899 0.07 -0.11 -0.19 0.44
H -2.61929 -0.89283 -0.77785 -0.12 0.04 -0.14 -0.53
H -2.88744 -1.91576 1.41414 -0.10 0.27 0.18 0.36
H 1.58504 -5.70980 -3.62612 -0.09 -0.09 0.14 0.20
H -1.93082 -3.21523 -3.86305 -0.14 -0.03 0.06 0.42
H 1.75464 1.08811 2.08530 -0.07 0.12 0.01 0.19
H -4.76593 -2.79025 -0.18174 0.55 -0.03 -0.01 0.29
H 6.09731 3.43159 1.86077 0.16 0.08 0.04 0.37
H -3.95172 1.83012 -3.09411 -0.02 -0.04 -0.33 0.02
H 0.57311 -2.97603 -2.05837 0.09 -0.19 -0.13 -0.20
H -2.05873 2.58420 -4.55048 0.03 0.00 0.14 0.23
H 1.21162 5.39489 -0.14766 0.07 0.19 -0.25 0.44
H 4.42001 -3.79343 -3.49104 -0.03 -0.23 0.10 0.42
H -0.41309 4.65725 -0.26712 0.24 0.23 -0.17 -0.31
H 3.03231 -5.35606 -4.57003 -0.23 0.21 -0.35 0.34
H 0.63167 2.61239 -0.35845 -0.03 0.51 0.09 0.32
H -0.56197 -3.56410 2.65314 0.19 0.14 -0.22 0.25
H 2.04695 -0.63479 1.86474 -0.01 -0.01 -0.06 0.29
H 3.05411 3.12666 -0.77026 0.66 0.15 -0.01 0.49
H -1.24222 3.02588 6.28713 -0.05 -0.10 -0.22 0.35
H 3.90721 4.27463 1.04884 0.08 -0.06 -0.30 0.12
H -4.10239 0.91202 -0.99569 -0.23 -0.33 0.15 -0.41
H 0.37037 2.48128 5.96558 0.10 -0.14 -0.36 0.31
H -4.43306 -1.03630 1.63753 -0.02 -0.05 -0.09 0.37
H -1.24888 0.78835 0.48261 0.63 0.24 0.07 -0.25
H -3.40027 0.55750 3.40095 0.12 -0.13 -0.15 0.38
H -2.16839 0.76468 6.16403 0.32 0.03 -0.03 0.26
H 0.51032 -0.09764 2.54093 -0.03 0.03 0.23 0.08
H 5.12522 -4.73328 -0.69520 -0.06 0.14 -0.14 0.28
H -0.08811 -4.09062 0.16823 -0.19 -0.34 0.52 0.35
H 1.57548 4.41791 1.98506 -0.16 -0.13 0.12 0.25
H -3.35019 2.38213 -0.01408 0.14 -0.19 0.36 -0.13
```
Forces are in eV/Å.

Entry 2:
Density functional theory data (ωB97M-V/def2-TZVPD) for a molecular structure, C43H48MnN5P2S2Si2.

The gap between HOMO and LUMO (alpha / beta) comes out at 6.8 / 7.7 eV. As for the multiplicity: 5.

```
103
Properties=species:S:1:pos:R:3:forces:R:3:lowdin_spin:R:1
Mn 0.17976 1.28975 -0.34152 0.07 0.18 0.10 4.09
S 0.05850 3.03048 -2.42225 -0.79 -0.04 -0.01 0.03
S 0.34990 5.32108 1.80982 0.03 -0.55 0.03 0.01
P 0.79591 -1.27649 -0.62225 0.38 -0.14 -0.60 -0.02
P -1.95173 -0.27654 -0.57233 0.12 -0.20 -0.60 -0.02
Si 2.78228 -0.57893 1.62197 0.16 0.47 0.36 0.00
Si -3.05960 1.47373 1.50551 -0.20 0.50 0.43 0.00
N 0.33450 2.87366 0.98108 0.12 1.03 -0.08 0.01
N 2.09820 1.84918 -1.38613 0.38 0.19 -0.31 0.02
N 2.55027 3.32178 -3.20456 0.14 0.34 -0.50 0.00
N -1.72249 0.81552 0.59252 -0.48 -0.15 -0.18 0.00
N 1.39746 -0.41589 0.59626 0.00 -0.33 -0.14 0.02
C 3.89486 -2.84654 -2.80173 0.10 -0.09 0.02 0.00
C -2.96888 1.00120 3.36579 0.01 0.13 -0.75 0.00
C 2.06557 -0.77726 -3.03203 -0.17 0.10 -0.03 0.00
C 2.39631 -1.38825 3.31640 0.09 0.23 -0.68 0.00
C -3.38822 -3.35875 1.69184 -0.16 0.00 0.11 0.00
C -0.41249 -0.28226 -1.41845 -0.32 -1.09 0.90 -0.19
C -2.57547 -1.88439 -0.01334 0.09 0.28 -0.16 0.00
C 4.73233 3.77569 -4.08543 0.10 -0.05 0.05 0.00
C -4.68007 1.36402 -3.87870 -0.05 0.01 0.04 0.00
C 0.41405 1.74593 4.49536 0.09 -0.07 -0.13 0.00
C 2.02701 -1.61625 -1.92578 -0.13 0.05 0.22 0.00
C 0.32207 4.11132 0.58549 0.09 0.40 0.33 0.01
C -2.80846 -2.86261 -0.97392 -0.08 0.07 0.11 0.00
C -2.91410 1.54945 -2.28213 0.10 0.11 0.16 0.00
C 3.34413 1.22707 1.95922 -0.12 -0.56 -0.06 0.00
C -3.36366 -4.07155 -0.60113 -0.13 -0.03 -0.05 0.00
C -3.67559 -4.31199 0.72818 -0.04 0.06 0.01 0.00
C 0.14404 -3.26765 1.19737 0.20 0.05 -0.14 0.00
C 2.94335 -2.65693 -1.81621 -0.13 0.03 -0.03 0.00
C 3.94300 -1.99205 -3.89208 0.02 0.00 -0.07 0.00
C -3.63860 2.09032 -3.32407 -0.04 0.06 -0.04 0.00
C -4.26383 -0.42804 -2.32478 0.10 -0.05 0.13 0.00
C 0.43914 4.15635 4.38340 -0.02 -0.02 0.15 0.00
C -0.45517 -5.51157 0.60425 0.08 0.00 0.02 0.00
C 3.39708 1.58332 -1.31664 0.23 0.09 -0.03 0.00
C -3.06146 3.38346 1.39029 0.06 -0.79 0.07 0.00
C 4.25747 -1.58497 0.93803 -0.61 0.36 0.05 0.00
C 0.31825 -2.96277 -0.14357 0.02 0.31 -0.08 0.00
C -3.18474 0.27385 -1.80241 0.13 0.04 0.19 0.00
C 0.45351 2.99025 5.12159 -0.02 0.18 0.02 0.00
C -4.75478 0.85314 0.88130 0.67 0.18 0.06 0.00
C -0.23499 -4.54346 1.57032 0.05 -0.18 0.10 0.00
C -2.82839 -2.14764 1.32426 -0.13 0.15 -0.16 0.00
C -5.00713 0.12391 -3.35434 -0.13 -0.04 -0.15 0.00
C 1.72286 2.72519 -2.35813 -0.28 -0.15 0.51 0.01
C 0.36899 1.63839 3.12128 0.08 0.06 -0.09 0.00
C -0.29946 -5.20102 -0.73839 0.13 -0.12 -0.09 0.00
C 0.08481 -3.92882 -1.11606 0.14 -0.03 0.05 0.00
C 3.84286 3.07448 -3.11032 0.17 -0.38 0.33 0.00
C 3.02709 -0.95924 -4.00778 0.10 0.05 -0.10 0.00
C 0.38102 4.05457 3.00261 0.01 -0.16 -0.40 0.00
C 4.32612 2.18803 -2.14273 -0.04 0.01 0.00 0.00
C 0.35722 2.80300 2.35800 -0.01 0.31 0.93 0.00
H 0.35544 0.68894 2.60747 -0.08 -0.14 0.01 0.00
H 3.14862 -1.08725 4.03830 0.23 0.10 0.14 0.00
H 2.89350 -3.32561 -0.96689 0.06 -0.05 -0.01 0.00
H 5.15601 -1.39078 1.51640 0.11 0.11 0.22 0.00
H 5.37788 1.97699 -2.03674 0.08 -0.07 -0.04 0.00
H -2.58360 -1.39225 2.05679 -0.03 0.03 0.15 0.00
H -5.05938 1.37997 -0.01742 -0.04 0.09 -0.18 0.00
H -3.42976 1.79474 3.94521 -0.15 0.21 0.15 0.00
H 4.71277 4.84703 -3.88773 0.03 0.04 0.00 0.00
H -0.75498 -6.50821 0.89592 -0.02 -0.06 0.02 0.00
H 3.70527 0.86291 -0.57338 0.02 -0.07 0.04 0.00
H 4.40127 1.37249 1.76066 0.27 -0.02 -0.05 0.00
H 0.31627 -2.49243 1.92992 -0.03 0.02 0.13 0.00
H -2.71389 3.73176 0.42127 0.05 0.01 -0.19 0.00
H 4.59808 -3.66308 -2.72268 0.06 -0.06 0.01 0.00
H -5.52536 1.00103 1.63160 -0.06 0.09 0.27 0.00
H 3.16872 1.51251 2.99196 -0.03 0.01 0.21 0.00
H 0.49520 3.04675 6.19894 0.01 -0.01 0.08 0.00
H 2.79365 1.92288 1.32882 -0.02 0.02 -0.04 0.00
H 2.42145 -2.47101 3.25576 0.00 -0.27 -0.07 0.00
H 4.47809 -1.36784 -0.10307 0.05 0.09 -0.14 0.00
H 4.35567 3.62770 -5.09590 -0.02 -0.01 -0.02 0.00
H -4.72299 -0.20721 0.64735 -0.08 -0.18 -0.01 0.00
H -3.51624 0.08846 3.58265 -0.13 -0.19 -0.04 0.00
H -2.11134 2.10987 -1.81647 -0.16 0.00 -0.22 0.00
H 3.05925 -0.29336 -4.85817 0.00 0.03 -0.09 0.00
H -1.95555 0.88295 3.73235 0.11 -0.01 -0.03 0.00
H 4.05029 -2.64868 1.00822 -0.05 -0.23 0.01 0.00
H -2.44011 3.82790 2.16186 0.20 0.09 0.15 0.00
H -2.54390 -2.66078 -2.00423 -0.05 -0.08 -0.08 0.00
H -3.38110 3.06780 -3.70245 0.00 0.10 -0.05 0.00
H 5.75570 3.41266 -4.01889 0.04 0.04 -0.02 0.00
H -3.56011 -4.82521 -1.34891 0.00 -0.10 -0.06 0.00
H 0.47769 5.12006 4.86498 -0.02 0.11 0.08 0.00
H -3.61039 -3.55696 2.73070 0.01 -0.02 0.08 0.00
H -5.84793 -0.42356 -3.75679 -0.04 -0.05 -0.03 0.00
H 1.32131 0.00762 -3.11809 0.04 -0.08 -0.06 0.00
H 0.42751 0.85516 5.10423 0.00 -0.14 0.03 0.00
H -5.24670 1.76811 -4.70444 -0.07 0.04 -0.06 0.00
H -0.35772 -4.78172 2.61651 -0.05 -0.04 0.10 0.00
H -4.54351 -1.39428 -1.93057 0.01 -0.04 0.01 0.00
H -4.13232 -5.24937 1.01209 0.00 -0.07 0.04 0.00
H -0.47799 -5.95534 -1.49106 -0.02 -0.06 -0.06 0.00
H 0.20847 -3.67563 -2.16115 0.01 -0.04 -0.06 0.00
H 1.43068 -1.10585 3.71973 -0.27 0.14 0.05 0.00
H 0.29103 4.40183 -0.45290 -0.01 -0.12 -0.19 0.00
H -4.07094 3.75505 1.53660 -0.23 0.07 0.04 0.00
H 4.68538 -2.14304 -4.66134 0.09 -0.02 -0.07 0.00
```
Forces are in eV/Å.

Respective relative energy (zero: lowest compared OMol25 entry of this formula, charge and spin) values: 21.57; 26.19 kcal per mole.
Respective largest force on an atom values: 2.050; 1.450 eV/Å.